--- i ---
# C56H41ClCrF5N6O2PS

A structure of composition C56H41ClCrF5N6O2PS (wB97M-V/def2-TZVPD, OMol25).

Last column: Mulliken spin population.
Atoms and positions in Å:
Cr  -0.2505  -1.5715  0.6840  3.11
C  2.8251  0.1611  -3.5415  0.00
N  2.4742  -0.3691  -2.2208  0.00
C  1.2418  -0.4738  -1.6918  0.03
N  1.3150  -1.0791  -0.5185  -0.11
C  2.6552  -1.3912  -0.2843  0.00
C  3.3813  -0.9410  -1.3525  0.00
C  4.8330  -0.8790  -1.6248  0.00
C  5.4142  -1.6745  -2.6096  0.00
C  6.7794  -1.5974  -2.8523  0.00
C  7.5669  -0.7244  -2.1145  0.00
C  6.9895  0.0760  -1.1354  0.00
C  5.6262  0.0013  -0.8920  0.00
C  3.1117  -2.1554  0.8942  -0.02
C  2.2147  -2.5066  1.8932  0.04
C  2.5697  -3.2294  3.0133  0.00
C  3.8902  -3.6181  3.1648  0.00
C  4.8127  -3.2976  2.1770  0.00
C  4.4328  -2.5829  1.0529  0.00
P  -0.1390  0.4392  -2.4478  -0.01
C  -1.5840  -0.2249  -1.5721  0.05
N  -1.7316  -0.5950  -0.2989  -0.14
C  -3.0885  -0.7419  -0.0603  0.05
C  -3.7556  -0.4947  -1.2257  -0.01
N  -2.7955  -0.1579  -2.1587  0.00
C  -3.0594  0.2165  -3.5542  0.00
C  -5.2074  -0.4936  -1.4845  0.00
C  -5.7563  -1.2796  -2.4970  0.00
C  -7.1265  -1.2775  -2.7185  0.00
C  -7.9570  -0.4954  -1.9269  0.00
C  -7.4159  0.2800  -0.9085  0.00
C  -6.0468  0.2818  -0.6866  0.00
C  -3.7281  -1.1216  1.2160  -0.01
C  -3.6432  -0.2795  2.3211  0.01
C  -4.2719  -0.6218  3.5081  0.00
C  -4.9878  -1.8106  3.5974  0.00
C  -5.0819  -2.6487  2.4932  0.00
C  -4.4558  -2.3036  1.3029  0.00
C  0.0696  1.9396  -1.4292  0.00
N  0.0702  1.9094  -0.1162  0.02
C  0.2964  3.1872  0.3002  0.00
C  0.4421  4.0169  -0.7957  0.00
N  0.2900  3.2061  -1.8961  0.00
C  0.4132  3.6281  -3.2893  0.00
C  0.8036  5.4472  -0.8813  0.00
C  1.9774  5.8880  -0.2698  0.00
C  2.3331  7.2285  -0.3188  0.00
C  1.5211  8.1410  -0.9811  0.00
C  0.3490  7.7106  -1.5875  0.00
C  -0.0096  6.3704  -1.5355  0.00
C  0.3331  3.5447  1.7340  0.00
C  0.9308  2.6799  2.6480  0.00
C  0.9545  2.9946  3.9996  0.00
C  0.3754  4.1736  4.4513  0.00
C  -0.2284  5.0380  3.5458  0.00
C  -0.2501  4.7253  2.1935  0.00
H  2.0517  0.8372  -3.8887  0.00
H  2.9289  -0.6492  -4.2598  0.00
H  3.7663  0.6977  -3.4732  0.00
H  4.7994  -2.3719  -3.1696  0.00
H  7.2282  -2.2246  -3.6130  0.00
H  8.6329  -0.6703  -2.2989  0.00
H  7.6030  0.7589  -0.5612  0.00
H  5.1697  0.6160  -0.1230  0.00
H  1.1786  -2.2325  1.8007  0.00
H  1.8242  -3.4912  3.7538  0.00
H  4.1914  -4.1788  4.0409  0.00
H  5.8431  -3.6176  2.2773  0.00
H  5.1713  -2.3694  0.2959  0.00
H  -4.1171  0.4224  -3.6613  0.00
H  -2.7801  -0.5942  -4.2225  0.00
H  -2.5014  1.1073  -3.8206  0.00
H  -5.1120  -1.9189  -3.0927  0.00
H  -7.5452  -1.8961  -3.5045  0.00
H  -9.0264  -0.4944  -2.1003  0.00
H  -8.0623  0.8881  -0.2862  0.00
H  -5.6221  0.8817  0.1105  0.00
H  -3.0854  0.6511  2.2403  0.00
H  -4.2154  0.0433  4.3637  0.00
H  -5.4743  -2.0821  4.5275  0.00
H  -5.6437  -3.5724  2.5576  0.00
H  -4.5201  -2.9543  0.4374  0.00
H  1.3977  4.0564  -3.4704  0.00
H  -0.3368  4.3732  -3.5378  0.00
H  0.2742  2.7658  -3.9346  0.00
H  2.6023  5.1725  0.2529  0.00
H  3.2456  7.5606  0.1617  0.00
H  1.7989  9.1874  -1.0183  0.00
H  -0.2946  8.4212  -2.0917  0.00
H  -0.9429  6.0452  -1.9830  0.00
H  1.3607  1.7488  2.2947  0.00
H  1.4286  2.3181  4.7023  0.00
H  0.3897  4.4172  5.5069  0.00
H  -0.6921  5.9529  3.8936  0.00
H  -0.7229  5.3993  1.4886  0.00
F  0.9692  -8.7076  0.1922  0.00
C  0.5735  -7.4655  -0.0653  0.00
C  0.5566  -6.5193  0.9366  0.00
F  0.9352  -6.8462  2.1706  0.00
C  0.1440  -5.2360  0.6483  0.04
F  0.1329  -4.3545  1.6555  0.03
C  -0.2619  -4.8392  -0.6175  -0.03
S  -0.8276  -3.2202  -1.0116  -0.08
C  -0.2277  -5.8185  -1.6011  0.01
F  -0.5976  -5.5133  -2.8500  0.00
C  0.1778  -7.1114  -1.3387  0.00
F  0.1971  -8.0204  -2.3106  0.00
Cl  0.7772  -0.6323  5.2249  0.00
C  -0.8275  -0.7514  4.4585  0.00
C  -0.6854  -1.0051  2.9820  0.05
O  -1.2125  -2.0316  2.4453  -0.02
O  -0.0294  -0.2175  2.2344  0.00
H  -1.3303  0.1980  4.6167  0.00
H  -1.3771  -1.5602  4.9225  0.00

Properties
2S+1: 4
Charge: +1
Frontier orbital gap (alpha / beta): 6.6533 / 7.6057 eV
E_LUMO (alpha / beta): -3.4 / -2.5 eV
Molecular weight: 1075.46 g/mol

--- ii ---
# C56H41ClCrF5N6O2PS

A structure of composition C56H41ClCrF5N6O2PS (wB97M-V/def2-TZVPD, OMol25).

Last column: Mulliken spin population.
Atoms and positions in Å:
Cr  -0.1927  -0.1720  0.3948  3.08
C  2.3729  -0.6343  -4.4434  0.00
N  2.1358  -0.7808  -3.0143  0.00
C  1.1149  -0.2583  -2.3045  0.06
N  1.2221  -0.6231  -1.0401  -0.13
C  2.3552  -1.3773  -0.9071  0.05
C  2.9348  -1.4951  -2.1491  -0.02
C  4.1679  -2.1700  -2.5934  0.00
C  4.0970  -3.3158  -3.3817  0.00
C  5.2603  -3.9505  -3.7899  0.00
C  6.4963  -3.4474  -3.4081  0.00
C  6.5705  -2.3085  -2.6182  0.00
C  5.4096  -1.6685  -2.2125  0.00
C  2.8111  -1.8179  0.4154  -0.03
C  2.3954  -1.1233  1.5504  0.03
C  2.8249  -1.4913  2.8125  0.00
C  3.6884  -2.5670  2.9574  0.00
C  4.1061  -3.2700  1.8363  0.00
C  3.6699  -2.9025  0.5737  0.00
P  -0.1424  0.9298  -2.8702  -0.01
C  -1.5832  0.0835  -2.1700  0.05
N  -1.7706  -0.2004  -0.8827  -0.10
C  -2.9351  -0.9333  -0.7971  0.04
C  -3.4534  -1.0646  -2.0583  -0.01
N  -2.5887  -0.4201  -2.9080  0.01
C  -2.7580  -0.2963  -4.3502  0.00
C  -4.6688  -1.7651  -2.5018  0.00
C  -4.5829  -2.8093  -3.4201  0.00
C  -5.7269  -3.4876  -3.8104  0.00
C  -6.9593  -3.1321  -3.2801  0.00
C  -7.0475  -2.0989  -2.3578  0.00
C  -5.9064  -1.4150  -1.9690  0.00
C  -3.5090  -1.5610  0.4099  -0.02
C  -4.0762  -0.8073  1.4315  0.00
C  -4.6502  -1.4398  2.5238  0.00
C  -4.6714  -2.8255  2.5965  0.00
C  -4.1312  -3.5819  1.5659  0.00
C  -3.5559  -2.9514  0.4738  0.00
C  0.1220  2.1246  -1.5183  0.04
N  0.3379  1.8059  -0.2450  -0.05
C  0.6513  2.9708  0.4161  0.00
C  0.5679  4.0137  -0.4722  -0.01
N  0.2374  3.4603  -1.6881  0.00
C  0.0847  4.1971  -2.9361  0.00
C  0.8110  5.4499  -0.2626  0.00
C  2.0201  5.8710  0.2856  0.00
C  2.2470  7.2187  0.5153  0.00
C  1.2718  8.1534  0.1974  0.00
C  0.0635  7.7389  -0.3452  0.00
C  -0.1689  6.3914  -0.5709  0.00
C  1.1157  3.0262  1.8146  0.02
C  2.2616  2.3245  2.1744  0.01
C  2.7120  2.3431  3.4875  0.00
C  2.0283  3.0827  4.4411  0.00
C  0.9022  3.8113  4.0770  0.00
C  0.4472  3.7859  2.7691  -0.01
H  1.8211  0.2273  -4.8102  0.00
H  2.0478  -1.5261  -4.9762  0.00
H  3.4358  -0.4852  -4.6163  0.00
H  3.1294  -3.7197  -3.6558  0.00
H  5.2020  -4.8436  -4.3974  0.00
H  7.4030  -3.9464  -3.7230  0.00
H  7.5335  -1.9187  -2.3170  0.00
H  5.4602  -0.7844  -1.5889  0.00
H  1.7642  -0.2293  1.4876  -0.03
H  2.4865  -0.9359  3.6771  0.00
H  4.0266  -2.8607  3.9419  0.00
H  4.7662  -4.1201  1.9452  0.00
H  3.9851  -3.4722  -0.2900  0.00
H  -3.8206  -0.2975  -4.5767  0.00
H  -2.2846  -1.1313  -4.8643  0.00
H  -2.3169  0.6368  -4.6899  0.00
H  -3.6147  -3.1086  -3.8048  0.00
H  -5.6553  -4.3023  -4.5185  0.00
H  -7.8511  -3.6651  -3.5817  0.00
H  -8.0067  -1.8255  -1.9390  0.00
H  -5.9682  -0.6134  -1.2438  0.00
H  -4.0688  0.2721  1.3726  0.00
H  -5.0864  -0.8477  3.3175  0.00
H  -5.1177  -3.3160  3.4515  0.00
H  -4.1625  -4.6628  1.6112  0.00
H  -3.1400  -3.5328  -0.3412  0.00
H  0.7796  5.0327  -2.9386  0.00
H  -0.9301  4.5778  -3.0375  0.00
H  0.3064  3.5393  -3.7721  0.00
H  2.7764  5.1384  0.5379  0.00
H  3.1871  7.5397  0.9435  0.00
H  1.4505  9.2049  0.3778  0.00
H  -0.7032  8.4645  -0.5816  0.00
H  -1.1250  6.0675  -0.9651  0.00
H  2.8123  1.7746  1.4200  0.00
H  3.6029  1.7913  3.7594  0.00
H  2.3759  3.1004  5.4658  0.00
H  0.3667  4.3889  4.8192  0.00
H  -0.4498  4.3251  2.4926  0.00
F  -0.3339  -0.0881  7.8093  0.00
C  -0.5720  0.1038  6.5139  0.01
C  -1.1656  1.2760  6.0771  0.00
F  -1.4953  2.2223  6.9573  0.00
C  -1.4056  1.4649  4.7301  0.01
F  -1.9816  2.6140  4.3571  0.00
C  -1.0557  0.5170  3.7687  -0.02
S  -1.3435  0.9200  2.0880  -0.05
C  -0.4836  -0.6556  4.2424  0.04
F  -0.1456  -1.6266  3.3862  0.01
C  -0.2353  -0.8662  5.5881  0.00
F  0.3310  -2.0053  5.9914  0.00
Cl  0.7516  -4.5155  1.8412  0.00
C  -0.4842  -4.3662  0.5724  -0.01
C  -0.4981  -2.9940  -0.0792  0.05
O  -0.5714  -2.8954  -1.2926  0.02
O  -0.4108  -2.0086  0.7606  -0.01
H  -1.4541  -4.5320  1.0390  0.00
H  -0.2997  -5.1198  -0.1856  0.00

Properties
2S+1: 4
Charge: +1
Frontier orbital gap (alpha / beta): 6.5693 / 7.1688 eV
E_LUMO (alpha / beta): -3.1 / -2.7 eV
Molecular weight: 1075.46 g/mol

It is i that is the least stable of them.

--- i ---
# C2H4N4O2

A cluster of 2 separate species, C2H4N4O2 in total (wB97M-V/def2-TZVPD, OMol25).

Last column: Mulliken charge in e.
Atoms and positions in Å:
C  -0.9299  -0.7309  -0.2715  0.54
C  0.4488  -0.7817  0.0149  0.29
H  -2.7148  -0.8992  0.8784  0.44
H  -0.0327  1.6371  -1.7844  0.32
H  1.2131  2.0309  1.2036  0.38
H  1.9547  -1.3135  0.7705  0.30
N  -1.4437  0.3834  -0.9269  -0.44
N  -0.3316  1.3712  -0.7014  -0.30
N  0.8319  0.5746  -0.3484  0.12
N  0.9969  -1.8150  0.4919  -0.59
O  -1.8172  -1.7214  0.1184  -0.58
O  1.8243  1.2644  0.5550  -0.47

Properties
2S+1: 1
Frontier orbital gap: 8.0442 eV
E_LUMO: -1.2 eV
Molecular weight: 116.08 g/mol

--- ii ---
# C2H4N4O2

A cluster of 2 separate species, C2H4N4O2 in total (wB97M-V/def2-TZVPD, OMol25).

Last column: Mulliken charge in e.
Atoms and positions in Å:
N  -1.0856  -0.1019  -0.3913  -0.20
N  0.2080  1.1296  0.9819  -0.50
N  0.6227  -1.5973  0.6003  -0.78
C  0.3007  -1.0872  -0.5303  0.80
C  1.1578  0.4776  1.4555  0.62
N  -1.2243  0.4342  -1.4840  0.01
O  0.8208  -0.9248  -1.6037  -0.64
O  2.1799  0.3615  2.0047  -0.36
H  -0.3446  1.7107  1.5945  0.25
H  -0.1492  -1.6800  1.2502  0.28
H  -0.4392  0.2847  -2.1714  0.29
H  -2.0470  0.9929  -1.7065  0.23

Properties
2S+1: 1
Frontier orbital gap: 8.4062 eV
E_LUMO: -0.8 eV
Molecular weight: 116.08 g/mol

--- iii ---
# C2H4N4O2

A structure of composition C2H4N4O2 (wB97M-V/def2-TZVPD, OMol25).

Last column: Mulliken charge in e.
Atoms and positions in Å:
C  -0.3532  0.4121  -0.0613  0.37
C  0.8821  -0.2050  0.2456  0.59
H  -0.9419  -2.0375  1.1431  0.31
H  0.2058  -2.0120  -0.4466  0.37
H  -2.3779  -0.2825  -0.7570  0.30
H  1.3319  3.0586  -0.1478  0.32
N  -1.0022  -1.8870  -0.0814  -0.65
N  -1.4787  -0.4509  -0.0365  -0.27
N  -0.3563  1.6522  -0.2423  -0.51
N  0.8818  1.9192  -0.3835  -0.01
O  1.6217  1.0106  0.1663  -0.17
O  1.5869  -1.1779  0.6014  -0.64

Properties
2S+1: 1
Frontier orbital gap: 8.3882 eV
E_LUMO: -0.1 eV
Molecular weight: 116.08 g/mol

It is i that is the least stable of them.

--- i ---
# C2H4N4O2

The molecule C2H4N4O2 (wB97M-V/def2-TZVPD, OMol25).

Last column: Mulliken charge in e.
Atoms and positions in Å:
C  -1.8397  -0.1210  -0.0614  0.48
C  0.2872  0.6150  -0.4253  0.37
H  1.9587  -2.0145  -0.0601  0.28
H  1.6835  -0.6468  0.9415  0.34
H  -1.5580  1.8494  -0.1847  0.15
H  1.5169  1.8443  0.5958  0.21
N  1.1717  -1.3648  0.2469  -0.54
N  0.3516  -0.7683  -0.6753  0.23
N  -1.0613  1.0298  -0.2353  -0.02
N  1.5694  0.9663  0.0182  -0.67
O  -0.9801  -1.0828  -0.3481  -0.24
O  -3.0999  -0.3065  0.1878  -0.59

Properties
2S+1: 1
SMILES string: [H]/N=c1\[nH]c(=O)on1N
Frontier orbital gap: 9.9607 eV
E_LUMO: 0.3 eV
Molecular weight: 116.08 g/mol

--- ii ---
# C2H4N4O2

A cluster of 2 separate species, C2H4N4O2 in total (wB97M-V/def2-TZVPD, OMol25).

Last column: Mulliken charge in e.
Atoms and positions in Å:
C  -1.2587  -0.1560  -0.0466  0.48
C  0.0008  0.6267  -0.3202  0.77
H  -1.9663  1.9546  0.7755  0.29
H  0.5934  -2.2314  -0.5579  0.31
H  2.0959  1.1721  0.5191  0.41
H  -0.3494  2.4273  0.1276  0.07
N  -0.9141  -1.4261  0.0283  -0.47
N  0.5137  -1.5246  0.2020  -0.17
N  1.0868  -0.2361  -0.4021  0.05
N  0.4435  1.8966  -0.0846  -0.72
O  -2.4850  0.3142  0.1090  -0.58
O  2.3930  0.0464  0.2824  -0.44

Properties
2S+1: 1
Frontier orbital gap: 6.0640 eV
E_LUMO: -3.4 eV
Molecular weight: 116.08 g/mol

It is ii that is the least stable of them.

--- i ---
# C4H10NO3

A cluster of 2 separate species, C4H10NO3 in total (wB97M-V/def2-TZVPD, OMol25).

Last column: Mulliken charge in e.
Atoms and positions in Å:
C  -0.1913  -1.4915  -1.7548  0.08
C  -0.3930  0.7832  1.2809  0.55
C  1.4085  1.5815  2.6572  -1.11
C  0.1218  0.7474  2.4458  -0.37
N  -1.2432  -0.3847  -2.3351  -0.40
O  -0.8666  -2.0904  -0.7629  -0.47
O  0.9146  -0.8430  -1.3649  -0.42
O  -0.8020  0.4783  0.2501  -0.52
H  -0.0197  -2.1494  -2.5840  0.42
H  1.3237  2.5537  3.1853  0.32
H  1.8087  1.9638  1.7664  0.35
H  2.0802  0.9979  3.2165  0.31
H  -0.5461  0.3608  3.2081  0.37
H  -2.1906  -0.6233  -2.7166  0.38
H  -0.8614  0.3763  -2.9864  0.38
H  -1.4452  0.1348  -1.4668  0.38
H  1.4867  -0.7824  -2.1370  0.36
H  -0.5851  -1.6128  0.0981  0.41

Properties
2S+1: 1
Charge: +1
Frontier orbital gap: 9.2854 eV
E_LUMO: -3.4 eV
Molecular weight: 120.13 g/mol

--- ii ---
# C4H10NO3

A cluster of 2 separate species, C4H10NO3 in total (wB97M-V/def2-TZVPD, OMol25).

Last column: Mulliken charge in e.
Atoms and positions in Å:
C  -0.7513  -0.9057  1.8152  -0.57
C  0.9081  -1.0908  -0.0060  -0.19
C  0.4117  -0.4383  1.0577  -0.18
C  -2.1294  0.9028  0.7621  0.22
N  1.9924  -0.3512  -0.7671  -0.30
O  -1.8749  0.0491  1.7093  -0.33
O  0.2724  1.0966  -2.4879  -0.73
O  -1.5980  0.8342  -0.2935  -0.56
H  -1.1613  -1.7402  1.2876  0.29
H  -0.6267  -1.1962  2.8349  0.32
H  0.4160  -1.9414  -0.4226  0.33
H  0.8910  0.4030  1.4880  0.30
H  -2.9586  1.5562  1.1300  0.38
H  2.5074  -0.8733  -1.4855  0.40
H  2.6432  0.1990  -0.1107  0.42
H  1.4761  0.4097  -1.4370  0.38
H  0.1105  1.8740  -3.1728  0.37
H  -0.5285  1.2125  -1.9017  0.44

Properties
2S+1: 1
Charge: +1
Frontier orbital gap: 10.9178 eV
E_LUMO: -3.3 eV
Molecular weight: 120.13 g/mol

It is i that is the least stable of them.